(1)
{
  "formula": "C22H16Cl3CuF6N3O4PS2",
  "method": "wB97M-V/def2-TZVPD",
  "relative_energy_ev": 0.435,
  "lumo_ev": 0.3,
  "e_homo_ev": -7.93,
  "total_energy_ha": -6071.16656,
  "elements": ["Cu", "F", "C", "F", "F", "S", "O", "O", "N", "S", "O", "O", "C", "F", "F", "F", "N", "C", "C", "C", "C", "C", "C", "P", "C", "C", "C", "C", "C", "C", "C", "C", "C", "C", "C", "C", "H", "H", "H", "H", "H", "H", "H", "H", "H", "H", "H", "H", "H", "H", "H", "H", "Cl", "C", "Cl", "Cl", "C", "N"],
  "xyz": [[-1.202, 0.291, 0.022], [-3.935, -3.782, -0.995], [-4.616, -2.645, -0.888], [-5.510, -2.576, -1.863], [-5.243, -2.623, 0.285], [-3.432, -1.256, -1.013], [-2.534, -1.436, 0.126], [-2.855, -1.374, -2.321], [-4.413, -0.029, -0.901], [-4.276, 1.216, 0.049], [-5.150, 2.254, -0.382], [-2.898, 1.566, 0.369], [-4.975, 0.696, 1.665], [-6.270, 0.440, 1.542], [-4.361, -0.392, 2.133], [-4.802, 1.688, 2.539], [-1.086, 0.033, 2.340], [0.239, 0.104, 2.905], [0.426, 0.142, 4.285], [1.696, 0.238, 4.823], [2.804, 0.302, 3.985], [2.624, 0.262, 2.615], [1.347, 0.151, 2.054], [1.073, 0.109, 0.249], [1.955, -1.382, -0.340], [2.737, -2.210, 0.462], [3.316, -3.358, -0.064], [3.117, -3.700, -1.392], [2.311, -2.902, -2.192], [1.723, -1.765, -1.664], [2.067, 1.526, -0.355], [2.360, 2.615, 0.461], [3.006, 3.732, -0.053], [3.370, 3.777, -1.389], [3.075, 2.700, -2.215], [2.421, 1.590, -1.703], [-1.678, 0.779, 2.690], [-1.545, -0.847, 2.550], [-0.442, 0.102, 4.933], [1.824, 0.271, 5.898], [3.800, 0.388, 4.400], [3.484, 0.328, 1.958], [2.893, -1.974, 1.504], [3.921, -3.990, 0.574], [3.571, -4.595, -1.797], [2.120, -3.177, -3.221], [1.039, -1.191, -2.280], [2.077, 2.607, 1.506], [3.225, 4.568, 0.599], [3.876, 4.647, -1.787], [3.348, 2.726, -3.262], [2.197, 0.767, -2.368], [-3.094, 0.628, -4.893], [-1.373, 0.663, -4.564], [-0.640, -0.911, -4.883], [-0.569, 1.921, -5.531], [-1.161, 1.008, -3.151], [-0.984, 1.277, -2.054]]
}

(2)
{
  "formula": "C22H16F6N4P2Tc",
  "method": "wB97M-V/def2-TZVPD",
  "relative_energy_ev": 0.363,
  "s_squared": 2.020,
  "multiplicity": 3,
  "lumo_ev": [-12.8, -12.7],
  "total_charge": 3,
  "e_homo_ev": [-18.09, -18.09],
  "total_energy_ha": -2428.70026,
  "elements": ["Tc", "N", "C", "C", "C", "C", "C", "C", "P", "C", "C", "C", "C", "C", "C", "C", "C", "C", "C", "C", "C", "H", "H", "H", "H", "H", "H", "H", "H", "H", "H", "H", "H", "H", "H", "H", "H", "F", "P", "F", "F", "F", "F", "F", "N", "C", "C", "C", "N", "C", "N"],
  "xyz": [[1.002, -1.670, -0.405], [0.915, -1.735, 1.780], [0.918, -0.426, 2.457], [1.295, -0.328, 3.783], [1.319, 0.915, 4.404], [0.968, 2.063, 3.704], [0.593, 1.973, 2.374], [0.555, 0.725, 1.750], [0.188, 0.579, -0.005], [-1.612, 0.426, -0.302], [-2.056, 0.363, -1.653], [-3.182, -0.334, -1.944], [-3.912, -1.048, -0.870], [-3.652, -0.536, 0.496], [-2.508, 0.149, 0.758], [0.792, 1.982, -0.931], [-0.063, 3.025, -1.302], [0.467, 4.123, -1.959], [1.825, 4.175, -2.249], [2.671, 3.137, -1.874], [2.159, 2.034, -1.214], [0.152, -2.286, 2.178], [1.756, -2.231, 2.089], [1.574, -1.216, 4.340], [1.628, 0.984, 5.438], [0.997, 3.028, 4.191], [0.353, 2.867, 1.811], [-1.452, 0.794, -2.444], [-3.500, -0.473, -2.973], [-4.980, -1.138, -1.090], [-4.330, -0.816, 1.296], [-2.254, 0.427, 1.775], [-1.121, 2.999, -1.066], [-0.186, 4.939, -2.242], [2.225, 5.036, -2.769], [3.726, 3.188, -2.103], [2.821, 1.226, -0.923], [1.297, -1.539, -2.224], [4.220, -2.341, -1.112], [5.163, -2.225, 0.063], [3.096, -3.407, -0.941], [5.074, -3.250, -1.984], [3.093, -1.321, -0.130], [4.182, -1.185, -2.101], [-0.826, -2.232, -0.578], [-1.909, -2.553, -0.767], [-3.369, -2.603, -0.878], [-3.807, -3.271, -2.112], [-4.150, -3.793, -3.074], [-3.894, -3.321, 0.300], [-4.259, -3.882, 1.232]]
}

(3)
{
  "formula": "C22H16FN2O2PdS3",
  "method": "wB97M-V/def2-TZVPD",
  "relative_energy_ev": 0.924,
  "lumo_ev": 2.6,
  "total_charge": -1,
  "e_homo_ev": -4.42,
  "total_energy_ha": -2530.30357,
  "elements": ["Pd", "O", "C", "C", "C", "C", "C", "C", "C", "N", "C", "C", "N", "H", "H", "H", "H", "H", "H", "H", "F", "O", "C", "C", "C", "C", "C", "S", "C", "C", "C", "C", "S", "C", "C", "C", "C", "S", "H", "H", "H", "H", "H", "H", "H", "H", "H"],
  "xyz": [[0.189, -0.297, -0.084], [0.111, -0.826, 1.789], [-0.640, -1.730, 2.344], [-0.913, -1.626, 3.726], [-1.618, -2.595, 4.394], [-2.096, -3.725, 3.729], [-1.847, -3.852, 2.378], [-1.127, -2.888, 1.664], [-0.944, -3.048, 0.219], [-0.358, -2.211, -0.615], [-0.569, -2.666, -1.889], [-1.267, -3.827, -1.834], [-1.496, -4.068, -0.496], [-0.544, -0.742, 4.228], [-1.811, -2.473, 5.454], [-2.651, -4.488, 4.257], [-2.221, -4.733, 1.867], [-0.189, -2.109, -2.727], [-1.624, -4.489, -2.600], [-2.027, -4.828, -0.113], [0.783, 0.087, -1.862], [-0.985, 1.485, -0.260], [-1.795, 2.059, 0.673], [-2.741, 1.031, 1.294], [-3.324, 0.007, 0.606], [-4.226, -0.750, 1.398], [-4.314, -0.282, 2.672], [-3.277, 1.055, 2.924], [-1.020, 2.790, 1.746], [-1.404, 3.700, 2.689], [-0.322, 4.137, 3.495], [0.852, 3.561, 3.119], [0.645, 2.494, 1.798], [-2.636, 3.117, -0.047], [-2.187, 3.898, -1.068], [-3.158, 4.831, -1.517], [-4.328, 4.737, -0.827], [-4.259, 3.505, 0.358], [-3.088, -0.179, -0.431], [-4.774, -1.610, 1.040], [-4.889, -0.686, 3.487], [-2.422, 4.046, 2.793], [-0.411, 4.854, 4.297], [1.830, 3.725, 3.537], [-1.197, 3.775, -1.475], [-2.996, 5.532, -2.322], [-5.230, 5.308, -0.967]]
}

(4)
{
  "formula": "C22H17BrN4Ni",
  "method": "wB97M-V/def2-TZVPD",
  "s_squared": 2.006,
  "multiplicity": 3,
  "lumo_ev": [-0.6, -0.6],
  "e_homo_ev": [-7.92, -8.04],
  "total_energy_ha": -5149.92275,
  "elements": ["Ni", "N", "C", "C", "C", "C", "C", "C", "C", "C", "C", "C", "C", "C", "H", "H", "H", "H", "H", "H", "H", "H", "H", "H", "N", "C", "C", "C", "C", "C", "C", "C", "N", "C", "C", "N", "C", "H", "H", "H", "H", "H", "H", "H", "Br"],
  "xyz": [[-0.200, -0.031, 0.043], [1.327, -0.251, 1.600], [2.418, 0.657, 1.608], [2.790, 1.252, 2.806], [3.889, 2.087, 2.870], [4.619, 2.336, 1.723], [4.220, 1.796, 0.515], [3.116, 0.947, 0.423], [2.675, 0.463, -0.901], [3.642, 0.256, -1.892], [3.290, -0.022, -3.198], [1.955, -0.113, -3.551], [0.984, 0.022, -2.570], [1.316, 0.293, -1.242], [0.964, -0.407, 2.540], [1.611, -1.143, 1.183], [2.210, 1.050, 3.696], [4.174, 2.538, 3.808], [5.493, 2.965, 1.760], [4.762, 2.063, -0.379], [4.691, 0.286, -1.626], [4.059, -0.145, -3.950], [1.674, -0.304, -4.579], [-0.056, -0.094, -2.863], [-6.708, 6.860, -4.601], [-6.165, 6.135, -3.898], [-5.480, 5.224, -3.057], [-6.030, 4.809, -1.843], [-5.357, 3.904, -1.049], [-4.126, 3.384, -1.452], [-3.584, 3.796, -2.670], [-4.246, 4.710, -3.461], [-3.433, 2.473, -0.641], [-3.892, 1.840, 0.488], [-2.869, 1.079, 0.958], [-1.782, 1.237, 0.148], [-2.147, 2.066, -0.796], [-6.987, 5.198, -1.526], [-5.797, 3.606, -0.110], [-2.644, 3.395, -3.011], [-3.814, 5.026, -4.400], [-4.882, 1.955, 0.871], [-2.849, 0.424, 1.807], [-1.493, 2.396, -1.576], [-1.271, -1.972, -0.255]]
}